The following is a DFT calculation (ωB97M-V/def2-TZVPD) of a molecular structure, C23H44Cl2F4KN4NaO5 in a non-equilibrium geometry.

```
84
Properties=species:S:1:pos:R:3:forces:R:3
C -1.84476 3.17049 1.51231 0.11 0.09 -0.14
C -1.85499 1.65218 1.68686 0.16 -0.28 1.63
C -2.37463 1.36943 3.11893 -0.65 0.41 -0.41
C -0.41249 1.14035 1.62148 0.07 -0.03 -0.72
C 0.14613 0.96296 0.19857 -1.22 -0.71 0.64
C 1.46616 0.28014 0.21239 0.14 -0.20 -0.06
O 2.38714 0.70995 -0.38703 1.71 -0.15 0.18
N 1.60688 -0.97349 0.95213 -0.62 1.09 0.10
C 2.47939 -0.93411 2.02050 -0.28 0.36 -0.66
O 3.09884 -1.81771 2.47381 0.59 -1.13 0.77
F 2.60676 0.30296 2.56781 0.08 0.32 -0.14
C -0.81808 0.04642 -0.57472 0.49 0.61 0.95
C -2.20936 0.63867 -0.59658 -0.41 -1.21 -1.11
C -2.17438 1.85468 -1.55117 -0.41 0.14 -0.71
C -3.13321 -0.42375 -1.21561 0.09 -0.08 0.33
N -2.77414 0.96071 0.73317 0.86 2.21 -1.20
O -3.88016 1.60084 0.58795 -0.42 -0.62 0.39
H -1.23943 3.57036 2.32326 0.04 0.00 -0.01
H -1.35832 3.50898 0.58929 -0.02 -0.02 -0.02
H -2.83544 3.60506 1.62921 -0.08 -0.08 -0.23
H -1.64284 0.84977 3.72556 -0.07 0.02 0.13
H -2.72684 2.28950 3.59360 0.23 0.09 0.08
H -3.23211 0.70293 3.08508 0.18 -0.26 0.10
H 0.18569 1.89578 2.13246 0.10 -0.17 0.22
H -0.34084 0.20987 2.18260 -0.12 -0.06 0.06
H 0.31304 1.92072 -0.30077 0.15 -0.13 -0.13
H 0.70984 -1.36475 1.22278 0.16 -0.42 -0.01
H -0.45537 -0.04333 -1.59803 -0.02 -0.43 0.01
H -0.83823 -0.92196 -0.07038 -0.14 -0.21 -0.28
H -2.98687 1.76916 -2.27833 -0.14 0.02 0.08
H -1.24661 1.84623 -2.13188 0.16 0.19 0.26
H -2.33143 2.79133 -1.02335 0.02 0.04 0.35
H -2.66523 -0.85686 -2.10031 -0.04 0.13 -0.12
H -3.24735 -1.22677 -0.48659 -0.12 -0.03 -0.04
H -4.10857 -0.00657 -1.45836 -0.06 -0.05 0.03
C 4.42596 3.37824 -1.84433 -0.46 0.17 0.87
Cl 6.15696 3.81649 -1.91862 0.07 -0.12 -0.10
Cl 3.44211 4.54964 -2.71767 0.80 -0.86 0.36
H 4.31076 2.41358 -2.30486 -0.13 0.25 2.24
H 4.09208 3.31752 -0.81511 -0.13 0.01 -0.04
C -2.17470 -4.28338 3.87949 0.40 0.30 0.04
C -2.34797 -4.45730 2.38260 -0.18 -0.16 0.07
O -1.27925 -3.96373 1.58574 0.07 0.03 -0.13
C -0.00944 -4.53826 1.82416 0.01 -0.01 0.11
C 0.04376 -6.04603 1.61316 -0.06 0.02 -0.09
H -2.04938 -3.21773 4.11741 -0.23 0.05 -0.05
H -3.06313 -4.65207 4.39602 -0.03 0.02 -0.03
H -1.31076 -4.83648 4.26247 -0.05 -0.12 -0.04
H -3.22528 -3.89565 2.06286 0.07 0.10 -0.02
H -2.53538 -5.51200 2.13333 0.03 0.00 -0.03
H 0.34382 -4.28383 2.83021 -0.03 -0.03 0.03
H 0.66847 -4.04616 1.12377 -0.02 0.01 -0.03
H -0.61132 -6.57940 2.30303 0.04 0.02 0.06
H 1.06154 -6.40975 1.77059 0.01 0.03 -0.01
H -0.26284 -6.30754 0.59826 0.01 0.01 -0.01
C -1.66331 6.52873 0.18160 0.12 0.34 0.21
O -1.57740 6.07060 1.50407 -0.05 0.01 -0.03
H -1.90807 5.66633 -0.44832 -0.11 0.13 0.46
H -2.46419 7.26598 0.06831 0.01 -0.01 -0.19
H -0.71209 6.95745 -0.15219 -0.06 -0.02 -0.18
H -1.37117 6.81942 2.07144 0.01 -0.04 0.02
Na -1.56390 4.52388 -2.12077 0.81 -0.80 0.05
C 0.71339 -4.75588 -3.14576 -0.10 0.19 -0.01
C 1.84373 -5.29823 -2.28903 -0.04 0.08 -0.05
C 2.11448 -6.79101 -2.52444 0.05 0.21 0.07
C 0.94835 -7.60259 -2.18767 0.25 0.10 0.00
N 0.02900 -8.21184 -1.87882 -0.33 -0.28 0.02
H -0.24393 -5.23596 -2.93001 0.05 -0.09 0.05
H 0.60772 -3.68663 -2.95602 0.10 0.03 -0.07
H 0.93125 -4.89735 -4.20849 -0.01 0.03 0.00
H 1.61720 -5.13052 -1.23542 0.04 -0.02 0.03
H 2.75205 -4.73707 -2.50981 0.02 0.01 0.06
H 2.94820 -7.13169 -1.90779 0.01 -0.03 -0.03
H 2.37393 -6.96897 -3.57041 -0.01 -0.03 0.00
C 3.82686 8.43595 -2.45114 0.19 0.09 0.10
C 2.90382 7.41194 -2.91216 -0.32 0.29 -0.13
N 2.17314 6.60391 -3.27144 -0.55 1.03 -0.30
H 4.85511 8.09460 -2.55918 -0.01 -0.09 -0.02
H 3.70327 9.35068 -3.02800 -0.05 -0.03 -0.05
H 3.65049 8.66209 -1.40115 -0.05 -0.06 0.01
F 2.38778 -1.39465 -2.42332 0.07 0.07 -0.52
F -2.71204 -1.14034 4.01890 0.07 -0.44 0.08
K 4.36544 2.15796 -4.13620 -0.39 -1.22 -2.36
F 1.52670 2.90687 -1.27592 -0.43 1.39 -0.78
```
Forces are in eV/Å.

Values from the calculation:
**Spin multiplicity**: 2
**Total energy**: -3579.840653 Eh
**Gap between HOMO and LUMO (spin up / spin down)**: 3.68 / 3.67 eV
**Net charge**: -1